Arrangement one

Computed, not measured: the molecule C16H14N2O5, with the ωB97M-V functional and the def2-TZVPD basis.

**Gap between HOMO and LUMO**: 7.020 eV

```
! RIJCOSX wB97M-V def2-TZVPD def2/J DEFGRID3
* xyz 0 1
O -0.95 -0.17 -3.08
O -0.22 2.72 1.23
O -2.81 -2.32 1.52
O 2.68 -3.09 1.90
O -2.56 0.29 1.80
C 0.43 -3.97 1.76
C -0.96 -3.77 1.63
C 0.76 -1.59 1.79
C 0.21 3.81 -3.56
C 0.41 4.52 -2.37
C 1.32 -2.89 1.78
C -1.47 -2.47 1.62
C -0.65 -1.33 1.75
C -0.17 2.45 -3.46
C 0.20 3.96 -1.13
C -1.03 0.01 -0.92
C -0.80 0.74 0.27
C -0.38 1.85 -2.21
C -0.19 2.61 -1.04
N -0.77 0.55 -2.13
N -0.36 2.04 0.20
C 3.48 -2.50 0.86
C -1.14 0.09 1.62
H -3.01 -1.36 1.51
H -2.71 1.26 1.77
H 0.84 -4.98 1.81
H -1.67 -4.60 1.49
H 1.41 -0.72 1.87
H 0.34 4.26 -4.52
H 0.71 5.57 -2.41
H -0.40 1.85 -4.36
H 0.35 4.57 -0.23
H -1.35 -1.03 -0.90
H 3.49 -1.41 0.88
H 4.51 -2.78 0.97
H 3.15 -2.78 -0.14
H -0.67 0.60 2.43
*
```


Arrangement two

Computed, not measured: a structure of composition C16H14N2O5, with the ωB97M-V functional and the def2-TZVPD basis.

**Gap between HOMO and LUMO**: 7.160 eV

```
! RIJCOSX wB97M-V def2-TZVPD def2/J DEFGRID3
* xyz 0 1
O -1.74 -3.30 -0.17
C -1.87 -2.30 0.34
O -0.93 -1.39 0.87
C 0.30 -1.54 0.56
C 0.81 -2.32 -0.67
C 2.08 -2.11 -0.72
C 2.85 -1.39 0.24
C 2.38 -0.60 1.06
C 1.00 -0.73 1.35
H 0.64 -0.31 2.28
H 2.98 0.16 1.85
N 4.23 -1.01 -0.32
O 4.82 -1.91 -1.26
O 5.00 -0.26 0.52
H 2.58 -2.51 -1.76
H 0.09 -2.75 -1.06
C -3.36 -1.89 0.67
H -3.48 -1.41 1.72
H -4.03 -2.40 0.40
C -3.70 -0.52 -0.25
N -2.78 0.51 -0.30
C -1.71 0.66 -0.79
O -1.41 -0.08 -1.82
C -0.66 1.65 -0.38
C -0.89 2.87 0.01
C 0.19 3.61 0.60
C 1.42 3.21 0.17
C 1.74 2.48 -0.68
C 0.63 1.40 -0.90
H 0.94 0.55 -1.59
H 2.72 2.28 -1.06
H 2.16 4.06 0.33
H -0.09 4.48 1.25
H -1.92 2.76 0.57
H -2.81 0.97 0.66
H -4.64 0.01 -0.17
H -3.54 -0.92 -1.56
*
```


Which of them is least stable? Easy: arrangement two.